# 1
Formula: C7H29ClN7O7
Source: the OMol25 dataset
Level of theory: the ωB97M-V functional and the def2-TZVPD basis

Each line ends with the Löwdin charge.
CARTESIAN COORDINATES (ANGSTROEM)
Cl: 3.2383 21.7187 -7.2463  -0.021
C: 6.2717 20.9576 -10.3497  -0.691
O: 7.0220 20.2236 -11.0047  -0.017
N: 5.5106 20.5648 -9.3174  0.143
N: 6.1491 22.2982 -10.6412  0.141
H: 5.5670 19.6068 -9.0034  0.085
H: 4.7476 21.0855 -8.9010  -0.053
H: 5.5652 22.8774 -10.0632  0.077
H: 6.5881 22.7640 -11.4084  0.093
C: -0.9703 21.2141 -7.1992  -0.692
O: -2.1696 21.3476 -6.9330  -0.019
N: -0.1405 20.3327 -6.6226  0.156
N: -0.3143 21.9503 -8.1385  0.147
H: 0.8329 20.2412 -6.8638  0.025
H: -0.5192 19.6323 -6.0145  0.104
H: 0.6811 21.8043 -8.2108  0.004
H: -0.6989 22.8077 -8.4871  0.096
C: 1.8089 18.0665 -9.0696  -0.653
O: 1.2484 18.2203 -7.9821  -0.002
N: 1.5690 16.9792 -9.8735  0.145
N: 2.7233 18.9446 -9.5572  0.170
H: 2.0506 16.9624 -10.7492  0.081
H: 1.0828 16.1719 -9.5427  0.096
H: 3.1929 18.7036 -10.4059  0.087
H: 2.9034 19.8342 -9.1187  0.021
C: 2.9053 25.1948 -11.3123  -0.063
C: 1.8275 24.3260 -10.6395  -0.435
C: 2.0258 22.8245 -10.9498  -0.207
O: 2.1874 22.5964 -12.3343  -0.188
C: 2.8349 21.3891 -12.6362  -0.114
N: 1.8063 24.5688 -9.2030  0.053
H: 2.8584 26.2544 -11.0689  0.074
H: 2.8420 25.0743 -12.3935  0.072
H: 3.8695 24.8034 -10.9676  0.069
H: 0.9019 24.6228 -11.1509  0.125
H: 1.3604 22.1280 -10.4372  0.113
H: 3.0301 22.6825 -10.5116  0.097
H: 2.9789 21.3793 -13.7184  0.086
H: 2.1703 20.5737 -12.3246  0.082
H: 3.8380 21.2358 -12.2163  0.077
H: 2.5617 25.1675 -8.9112  0.061
H: 1.8218 23.7134 -8.6566  -0.003
O: 3.0129 19.9735 -4.5805  -0.113
H: 3.0783 20.2761 -5.5084  -0.114
H: 2.4755 19.1747 -4.6198  0.024
O: 4.2466 24.3204 -5.2411  -0.103
H: 4.9231 24.5620 -5.8797  0.015
H: 3.9263 23.4571 -5.5503  -0.063
O: 5.3576 18.9690 -6.7145  -0.085
H: 4.5260 18.7433 -6.2823  0.014
H: 5.4132 19.9307 -6.6305  0.004

Forces on atoms 1 to 3 (eV/Å):
-0.08 -0.08 -0.33
0.89 0.10 -1.34
-0.57 0.41 0.61

Summary:
Energy (eV): -45021.7762
Relative energy (zero: lowest compared OMol25 entry of this formula, charge and spin) (kcal/mol): 0.0
2S+1: 1
Net charge: -1

# 2
Formula: C8H9NO6Tm
Source: the OMol25 dataset
Level of theory: the ωB97M-V functional and the def2-TZVPD basis

Each line ends with the Löwdin charge.
CARTESIAN COORDINATES (ANGSTROEM)
Tm: 0.3540 0.5183 -0.6031  1.379
C: 0.3990 1.3990 1.5468  -0.071
O: 0.4059 1.7281 2.6654  0.248
C: 0.3089 3.0392 -0.5010  0.002
O: 0.3073 4.1779 -0.3514  0.256
C: -2.0127 1.0445 -0.1005  0.045
O: -3.1037 1.2146 0.2380  0.245
C: 2.7237 1.0332 -0.1541  0.047
O: 3.8129 1.2447 0.1435  0.256
C: 0.3128 -0.6087 -4.8570  -0.061
H: 1.2425 -1.1733 -4.7913  0.058
H: -0.6155 -1.1726 -4.7677  0.057
C: 0.3094 0.7052 -5.1759  -0.045
H: -0.6208 1.2448 -5.3521  0.062
H: 1.2357 1.2435 -5.3757  0.062
N: -0.3216 -1.4538 3.8202  0.223
C: -1.1180 -1.2783 2.5494  -0.035
C: -0.1870 -1.9674 1.5211  -0.540
O: 0.2763 -3.0522 1.8254  0.181
O: 0.1149 -1.2944 0.4333  -0.200
H: 0.5472 -0.8985 3.7322  0.177
H: -0.1038 -2.4662 3.8832  0.188
H: -0.8468 -1.1336 4.6495  0.201
H: -2.0307 -1.8716 2.6387  0.165
H: -1.3900 -0.2223 2.3832  0.100

Forces on atoms 1 to 3 (eV/Å):
-0.19 -2.89 -2.12
0.18 2.07 7.69
0.01 -1.57 -5.80

Summary:
Energy (eV): -51714.7159
2S+1: 3
Net charge: +3

# 3
Formula: C9H18AlAuCl2N3O4P
Source: the OMol25 dataset
Level of theory: the ωB97M-V functional and the def2-TZVPD basis

Each line ends with the Löwdin charge.
CARTESIAN COORDINATES (ANGSTROEM)
Au: -0.4336 -0.3659 -5.0232  0.925
Al: 0.1051 -0.7545 -2.1949  -0.567
Cl: -1.1297 0.7645 -3.0956  0.555
Cl: 1.8150 -1.6027 -3.1225  0.488
C: -1.4265 -2.1226 -1.5937  0.127
C: -0.5192 0.1681 -6.9105  -0.078
C: 0.2336 -1.7366 -6.2889  -0.101
O: -2.3933 -2.6963 -1.3325  0.293
O: -0.6656 0.5676 -7.9872  0.351
O: 0.5810 -2.5109 -7.0716  0.340
C: -1.5006 2.4320 0.9282  -0.034
N: -1.3116 0.9888 1.1395  -0.291
C: -2.5546 0.2033 1.0359  -0.047
P: 0.1316 0.2954 0.8231  0.622
O: 0.5444 -0.0025 -0.6278  -0.268
N: 1.2994 1.3097 1.3589  -0.146
C: 2.6357 1.2194 0.7476  0.013
C: 1.3395 1.6739 2.7860  0.009
N: 0.0411 -1.1639 1.5715  -0.213
C: 1.1087 -2.1398 1.2714  -0.011
C: -0.3599 -1.1713 2.9853  -0.027
H: -2.3416 2.7801 1.5424  0.125
H: -1.7312 2.6497 -0.1237  0.099
H: -0.6051 2.9880 1.2232  0.092
H: -2.9709 0.2484 0.0199  0.097
H: -2.3841 -0.8441 1.3027  0.082
H: -3.2921 0.6242 1.7352  0.129
H: 2.6000 1.4820 -0.3158  0.117
H: 3.2754 1.9344 1.2730  0.129
H: 3.0788 0.2173 0.8639  0.125
H: 0.3380 1.9110 3.1708  0.115
H: 1.7849 0.8696 3.3954  0.135
H: 1.9812 2.5588 2.8655  0.136
H: 1.1091 -2.4210 0.2097  0.080
H: 2.1069 -1.7466 1.5334  0.116
H: 0.9056 -3.0254 1.8844  0.129
H: 0.5088 -1.0420 3.6473  0.120
H: -1.0953 -0.3885 3.1958  0.101
H: -0.8089 -2.1516 3.1781  0.133

Forces on atoms 1 to 3 (eV/Å):
0.35 -0.34 1.09
1.77 0.10 2.30
-0.38 0.31 -0.43

Summary:
Energy (eV): -66864.5443
Relative energy (zero: lowest compared OMol25 entry of this formula, charge and spin) (kcal/mol): 0.0
2S+1: 3
Net charge: +4

# 4
Formula: C32H31AuN5O3
Source: the OMol25 dataset
Level of theory: the ωB97M-V functional and the def2-TZVPD basis

Each line ends with the Löwdin charge.
CARTESIAN COORDINATES (ANGSTROEM)
Au: -0.3638 -1.0679 0.8013  0.903
C: 1.2378 -4.4460 0.1049  -0.072
O: 0.4365 -3.3855 -0.3809  -0.177
C: -0.4411 -3.6325 -1.3857  -0.249
C: -0.6835 -4.8943 -1.9071  -0.020
C: -1.5859 -5.0465 -2.9506  -0.076
C: -2.2442 -3.9443 -3.4677  -0.081
C: -1.9986 -2.6848 -2.9443  -0.020
C: -1.0909 -2.5070 -1.9070  -0.177
N: -0.8257 -1.2108 -1.3453  -0.053
N: -1.1628 -0.2841 -2.1376  0.063
C: -1.1706 1.0601 -1.9640  -0.131
C: -0.8873 1.8029 -0.7695  -0.360
O: -0.4637 1.2904 0.3081  -0.161
C: -1.0830 3.2372 -0.8102  -0.015
C: -1.4846 3.8786 -1.9257  -0.007
C: -1.7349 3.1772 -3.1465  -0.179
C: -2.1344 3.8714 -4.3031  -0.038
C: -2.3697 3.2039 -5.4763  -0.082
C: -2.2012 1.8137 -5.5130  -0.071
C: -1.8128 1.1169 -4.3932  -0.029
C: -1.5780 1.7790 -3.1725  -0.101
H: 0.6293 -5.2291 0.5645  0.098
H: 1.8900 -4.0074 0.8575  0.078
H: 1.8422 -4.8810 -0.6944  0.102
H: -0.1719 -5.7584 -1.5092  0.105
H: -1.7722 -6.0334 -3.3521  0.108
H: -2.9550 -4.0614 -4.2738  0.106
H: -2.5200 -1.8198 -3.3258  0.100
H: -0.9146 3.7679 0.1197  0.109
H: -1.6276 4.9537 -1.9118  0.122
H: -2.2520 4.9471 -4.2473  0.113
H: -2.6767 3.7399 -6.3639  0.104
H: -2.3753 1.2776 -6.4371  0.106
H: -1.6742 0.0482 -4.4472  0.092
C: -1.5966 -2.2363 3.2985  -0.081
N: -1.1347 -0.9274 2.8029  -0.379
C: -2.2779 0.0100 2.7268  -0.081
C: -0.0917 -0.3333 3.6864  -0.141
C: 1.2896 -0.8906 3.4312  -0.154
C: 1.6391 -2.0965 4.0356  -0.025
C: 2.8514 -2.7235 3.7912  -0.046
C: 3.7713 -2.1347 2.9408  -0.048
C: 3.4750 -0.9105 2.3660  -0.001
C: 2.2538 -0.3015 2.6087  -0.168
H: -2.3656 -2.6117 2.6278  0.093
H: -2.0119 -2.1376 4.3083  0.102
H: -0.7746 -2.9453 3.3058  0.075
H: -2.6864 0.1886 3.7274  0.102
H: -3.0505 -0.4277 2.0985  0.096
H: -1.9451 0.9405 2.2731  0.074
H: -0.3511 -0.5079 4.7371  0.139
H: -0.1388 0.7395 3.5092  0.108
H: 0.9404 -2.5474 4.7278  0.120
H: 3.0813 -3.6606 4.2793  0.119
H: 4.7266 -2.6035 2.7504  0.119
H: 4.2041 -0.4075 1.7432  0.129
N: 2.3221 5.1239 -0.9325  0.203
C: 1.7649 4.8851 0.2732  -0.503
O: 1.1222 5.6944 0.9045  0.091
C: 1.9387 3.4910 0.8364  -0.086
C: 2.1350 2.3655 0.0620  0.032
C: 2.1714 1.1248 0.6692  -0.011
N: 2.0745 1.0074 2.0015  0.015
C: 1.8983 2.1035 2.7797  0.021
C: 1.8041 3.3448 2.2195  0.061
H: 2.2438 6.0572 -1.3030  0.128
H: 2.9913 4.5042 -1.3517  0.107
H: 2.1783 2.4072 -1.0171  0.138
H: 2.2716 0.2044 0.1132  0.146
H: 1.8638 1.9219 3.8438  0.154
H: 1.6324 4.2184 2.8320  0.140

Forces on atoms 1 to 3 (eV/Å):
-1.10 -0.45 -0.78
-0.07 -0.07 -0.03
0.43 -0.06 0.21

Summary:
Energy (eV): -50965.4229
Relative energy (zero: lowest compared OMol25 entry of this formula, charge and spin) (kcal/mol): 0.0
2S+1: 1
Net charge: +1

# 5
Formula: C3H3ClNO
Source: the OMol25 dataset
Level of theory: the ωB97M-V functional and the def2-TZVPD basis

Each line ends with the Löwdin charge.
CARTESIAN COORDINATES (ANGSTROEM)
C: -0.4321 -0.8580 -0.1969  0.009
C: -0.8501 0.3558 -0.6532  0.041
C: 0.4453 -0.2285 0.8082  -0.254
N: 0.0133 1.0925 0.1184  -0.139
O: 0.4264 2.1805 0.0502  0.277
Cl: 2.0374 -0.9735 -0.1046  0.624
H: -0.4684 -1.8927 -0.5238  0.145
H: -1.6978 0.7015 -1.3192  0.188
H: 0.5261 -0.3776 1.8209  0.107

Forces on atoms 1 to 3 (eV/Å):
-0.34 1.02 0.62
-3.36 -0.18 -1.94
3.27 -1.68 -4.16

Summary:
Energy (eV): -19206.6312
Relative energy (zero: lowest compared OMol25 entry of this formula, charge and spin) (kcal/mol): 63.7
2S+1: 1
Net charge: +1

# 6
Formula: C6H15NO
Source: the OMol25 dataset
Level of theory: the ωB97M-V functional and the def2-TZVPD basis

Each line ends with the Löwdin charge.
CARTESIAN COORDINATES (ANGSTROEM)
C: -0.2380 -2.4441 -0.3721  -0.097
C: -0.5900 -2.1568 1.0747  -0.180
C: -2.0263 -1.6728 1.2547  -0.539
N: -2.1829 -0.3267 0.9480  0.153
O: -2.9090 -2.3716 1.6908  0.059
H: 0.8488 -2.4511 -0.4850  0.072
H: -0.6928 -1.6830 -1.0006  0.068
H: -0.5555 -3.4307 -0.7148  0.077
H: -0.3946 -2.9842 1.7409  0.111
H: 0.0359 -1.3210 1.4262  0.105
H: -3.0312 0.2049 0.8328  0.104
H: -1.4001 0.1974 0.5881  0.052
C: 2.1691 1.0784 -1.0606  -0.106
C: 0.6869 1.4640 -0.8032  -0.306
C: 0.5944 2.8675 -0.1874  -0.129
H: 2.6149 0.8229 -0.1033  0.073
H: 2.7458 1.9554 -1.3775  0.064
H: 2.1969 0.3981 -1.8993  0.063
H: 0.0787 1.5153 -1.7076  0.101
H: 0.2942 0.7388 -0.0954  0.054
H: 1.3577 3.5725 -0.4991  0.066
H: -0.4276 3.2233 -0.1445  0.062
H: 0.8248 2.8036 0.8942  0.074

Forces on atoms 1 to 3 (eV/Å):
0.32 -0.41 -0.09
-0.04 1.01 0.30
0.05 0.54 0.25

Summary:
Energy (eV): -10002.9340
Relative energy (zero: lowest compared OMol25 entry of this formula, charge and spin) (kcal/mol): 19.0
2S+1: 1
Structure (SMILES): CCC(N)=O.CCC